Arrangement 1

Density functional theory data (ωB97M-V with the def2-TZVPD basis set) for a single C6H8N2 molecule.

E_HOMO   -9.5 eV
Gap between HOMO and LUMO   10.2 eV
SMILES   N#C[C@H]1CC[C@H]2N[C@H]12

Geometry (Å):
N 3.40 -0.54 -0.40
C 2.31 -0.72 0.11
C 0.86 -0.43 0.53
C 0.57 1.16 0.15
C -0.99 1.18 -0.35
C -1.46 -0.27 0.02
N -1.57 -1.70 -0.28
C -0.20 -1.07 -0.24
H 0.50 -0.66 1.61
H 0.61 2.01 0.88
H 1.15 1.28 -0.83
H -0.75 1.05 -1.46
H -1.61 2.04 -0.20
H -1.38 -0.25 1.19
H -1.73 -2.01 0.61
H 0.30 -1.05 -1.35

Mulliken atomic charge list, values in e, 6 entries:
1. N -0.500
2. C -0.033
3. C 0.415
4. C -0.648
5. C -0.716
6. C -0.030

=====

Arrangement 2

Density functional theory data (ωB97M-V with the def2-TZVPD basis set) for 2 unconnected molecules or ions with the total composition C6H8N2.

E_HOMO   -8.5 eV
Gap between HOMO and LUMO   9.1 eV
SMILES   C=CC#N.CC=C=N

Geometry (Å):
C 2.21 -0.15 -1.02
C 1.48 -0.53 0.02
C 1.15 0.34 1.14
N 1.36 0.94 2.11
H 2.43 -0.84 -1.83
H 2.67 0.82 -1.07
H 1.07 -1.53 0.09
C -1.95 -0.67 0.98
C -1.24 0.55 0.45
C -0.90 0.67 -0.84
N -0.68 1.04 -1.97
H -1.31 -1.22 1.68
H -2.22 -1.36 0.18
H -2.85 -0.38 1.52
H -1.42 1.47 1.00
H 0.20 0.84 -2.44

Mulliken atomic charge list, values in e, 6 entries:
1. C -0.886
2. C -0.117
3. C 0.466
4. N -0.502
5. H 0.329
6. H 0.338

=====

Referenced to the most stable arrangement, the calculated values in eV are arrangement 1 3.360; arrangement 2 0.000.

=====

Arrangement 1

Density functional theory data (ωB97M-V with the def2-TZVPD basis set) for a molecular structure, C6H8N2.

E_HOMO   -8.9 eV
Gap between HOMO and LUMO   9.9 eV

Geometry (Å):
C -1.54 -0.61 1.06
C -0.17 -0.05 -0.97
C 0.44 1.37 -1.05
C 0.59 0.84 0.68
C 1.58 -0.10 0.46
C 1.15 -0.70 -0.70
H -2.77 -2.19 1.19
H -2.07 -0.16 1.98
H -0.72 -0.38 -1.74
H -0.22 2.26 -1.43
H 1.55 1.32 -1.25
H 0.42 1.52 1.61
H 2.78 -0.16 0.57
H 1.71 -1.43 -1.28
N -1.89 -1.76 0.52
N -0.85 0.24 0.36

Mulliken atomic charge list, values in e, 6 entries:
1. C 0.064
2. C -0.702
3. C -0.503
4. C -0.430
5. C -0.207
6. C -0.330

=====

Arrangement 2

Density functional theory data (ωB97M-V with the def2-TZVPD basis set) for a molecular structure, C6H8N2.

E_HOMO   -8.3 eV
Gap between HOMO and LUMO   7.3 eV

Geometry (Å):
C -0.55 -1.40 0.28
C 1.14 -1.29 0.11
C 0.70 1.52 -0.21
C -1.19 1.25 -0.30
C -0.14 0.73 0.49
C 0.14 -0.57 -0.56
H -2.39 -0.56 -0.62
H -0.81 -2.37 -0.13
H 1.51 -2.07 -0.63
H 2.16 0.08 1.05
H 0.95 2.64 -0.01
H -1.87 2.05 0.07
H -0.24 0.39 1.62
H 0.04 -0.66 -1.64
N -1.93 -0.40 0.19
N 1.93 0.26 0.01

Mulliken atomic charge list, values in e, 6 entries:
1. C -0.540
2. C -0.477
3. C -0.227
4. C -0.680
5. C 0.284
6. C 0.024

=====

Referenced to the most stable arrangement, the calculated values in eV are arrangement 1 0.000; arrangement 2 12.916.

=====

Arrangement 1

Density functional theory data (ωB97M-V with the def2-TZVPD basis set) for 2 unconnected molecules or ions with the total composition C5H10N3S.

Charge   +1
E_HOMO (spin up / spin down)   -12.5 / -12.5 eV
Gap between HOMO and LUMO (spin up / spin down)   7.3 / 7.3 eV

Geometry (Å):
C 0.60 0.87 0.54
C -1.13 0.44 1.83
C -1.28 -0.20 0.62
C 0.06 1.06 -2.49
C -0.26 -0.14 -1.61
N 0.08 1.07 1.76
N -0.24 0.19 -0.17
N 1.51 -1.91 1.88
S 0.58 -2.81 0.87
H 1.58 1.07 0.42
H -1.56 0.30 2.78
H -1.98 -0.89 0.23
H 1.09 1.32 -2.37
H -0.16 0.54 -3.47
H -0.76 1.89 -2.39
H -1.17 -0.76 -1.73
H 0.53 -0.86 -1.77
H 0.48 1.40 2.66
H 2.02 -2.58 2.42

Mulliken atomic charge list, values in e, 6 entries:
1. C -0.225
2. C -0.562
3. C -0.300
4. C -1.061
5. C -0.449
6. N -0.006

=====

Arrangement 2

Density functional theory data (ωB97M-V with the def2-TZVPD basis set) for a gas-phase ion, C5H10N3S (charge +1).

Charge   +1
E_HOMO (spin up / spin down)   -13.3 / -13.1 eV
Gap between HOMO and LUMO (spin up / spin down)   7.6 / 6.5 eV

Geometry (Å):
C -2.46 -0.90 -0.28
C -0.19 -0.33 0.40
C 1.35 1.35 1.36
C 1.12 0.87 -1.13
C 1.04 0.33 0.27
N -2.20 1.33 1.30
N -1.08 -1.07 -0.18
N -0.61 -2.11 -0.89
S -3.17 0.28 0.83
H -2.86 -1.59 -0.90
H 1.16 0.88 2.43
H 0.75 2.18 1.32
H 2.43 1.54 1.21
H 0.80 0.08 -1.86
H 2.18 1.19 -1.23
H 0.36 1.57 -1.38
H 1.91 -0.44 0.19
H -0.99 -3.01 -0.75
H 0.45 -2.16 -0.70

Mulliken atomic charge list, values in e, 6 entries:
1. C -0.199
2. C -0.359
3. C -1.465
4. C -1.338
5. C 1.034
6. N -0.241

=====

Arrangement 3

Density functional theory data (ωB97M-V with the def2-TZVPD basis set) for a gas-phase ion, C5H10N3S (charge +1).

Charge   +1
E_HOMO   -13.7 eV
Gap between HOMO and LUMO   10.1 eV

Geometry (Å):
C -2.39 1.06 -0.34
C -2.91 -1.18 0.37
C -1.29 0.32 -0.05
C 1.05 -0.22 0.14
C 0.05 0.76 -0.37
N -1.63 -0.91 0.22
N 0.22 2.20 0.23
N 0.73 -1.58 -0.35
S -3.82 0.18 -0.02
H -2.45 2.10 -0.76
H -3.36 -2.12 0.44
H 2.07 0.11 -0.15
H 1.04 -0.17 1.20
H -0.01 0.89 -1.55
H -0.12 2.12 1.25
H 1.18 2.36 0.30
H 1.52 -2.15 -0.02
H 0.59 -1.75 -1.34
H -0.60 -1.52 0.12

Mulliken atomic charge list, values in e, 6 entries:
1. C -0.136
2. C -0.206
3. C -0.340
4. C -0.801
5. C 0.360
6. N -0.137

=====

Referenced to the most stable arrangement, the calculated values in eV are arrangement 1 1.573; arrangement 2 7.939; arrangement 3 0.000.

=====

Arrangement 1

Density functional theory data (ωB97M-V with the def2-TZVPD basis set) for 2 unconnected molecules or ions with the total composition C2H7OS.

Charge   -1
E_HOMO   -2.5 eV
Gap between HOMO and LUMO   6.6 eV

Geometry (Å):
O -1.69 -0.74 1.78
H -0.70 -0.67 1.47
C 0.43 -0.36 -1.06
C 0.72 0.86 -0.14
S 1.54 0.48 1.45
H 0.27 -0.07 -2.13
H -0.73 -0.73 -0.61
H 1.11 -1.19 -0.97
H 1.49 1.58 -0.72
H -0.22 1.43 0.17
H -2.22 -0.59 0.76

Mulliken atomic charge list, values in e, 6 entries:
1. O -0.683
2. H 0.313
3. C -0.616
4. C -0.588
5. S -0.645
6. H 0.283

=====

Arrangement 2

Density functional theory data (ωB97M-V with the def2-TZVPD basis set) for a molecular structure, C2H7OS.

Charge   -1
E_HOMO   -2.7 eV
Gap between HOMO and LUMO   7.0 eV

Geometry (Å):
C 1.86 0.45 0.85
S 1.34 -0.65 -0.51
H 2.44 -0.14 1.55
H 2.49 1.26 0.47
H 0.99 0.86 1.35
H -0.06 0.40 -0.74
C -1.84 -0.48 -0.61
O -1.05 0.69 -0.62
H -1.30 -1.26 -0.10
H -2.77 -0.27 -0.04
H -2.10 -0.85 -1.60

Mulliken atomic charge list, values in e, 6 entries:
1. C -0.709
2. S -0.706
3. H 0.216
4. H 0.192
5. H 0.233
6. H 0.242

=====

Arrangement 3

Density functional theory data (ωB97M-V with the def2-TZVPD basis set) for 2 unconnected molecules or ions with the total composition C2H7OS.

Charge   -1
E_HOMO   -2.3 eV
Gap between HOMO and LUMO   5.9 eV

Geometry (Å):
C -0.51 -1.10 0.33
S -1.20 -0.70 -1.23
H 0.53 -0.70 0.48
H -1.18 -0.87 1.24
H -0.45 -2.29 0.36
H -0.25 0.17 -1.50
C 1.88 1.16 1.19
O 0.65 1.41 0.75
H 2.72 1.17 0.39
H 2.25 1.95 1.83
H 2.15 0.25 1.75

Mulliken atomic charge list, values in e, 6 entries:
1. C -0.366
2. S -0.279
3. H -0.005
4. H 0.233
5. H 0.238
6. H 0.128

=====

Arrangement 4

Density functional theory data (ωB97M-V with the def2-TZVPD basis set) for 2 unconnected molecules or ions with the total composition C2H7OS.

Charge   -1
E_HOMO   -2.6 eV
Gap between HOMO and LUMO   6.9 eV

Geometry (Å):
C -1.08 0.54 0.07
C 0.19 0.70 -0.82
S 0.67 -0.79 -1.73
H -1.16 -0.47 0.45
H -1.97 0.78 -0.52
H -1.05 1.29 0.87
H 0.99 1.00 -0.17
H -0.03 1.51 -1.52
H 1.38 -1.64 0.38
H 0.78 -1.08 1.66
O 1.29 -1.83 1.34

Mulliken atomic charge list, values in e, 6 entries:
1. C -0.982
2. C -0.625
3. S -0.684
4. H 0.270
5. H 0.328
6. H 0.266

=====

Referenced to the most stable arrangement, the calculated values in eV are arrangement 1 1.694; arrangement 2 0.781; arrangement 3 2.396; arrangement 4 0.000.

=====

Arrangement 1

Density functional theory data (ωB97M-V with the def2-TZVPD basis set) for a single C3H5N3O molecule.

E_HOMO   -7.2 eV
Gap between HOMO and LUMO   8.0 eV
SMILES   Nc1nc(O)c[nH]1

Geometry (Å):
N 0.14 -0.57 -2.24
C 0.22 -0.29 -0.96
N -0.64 0.62 -0.42
C -0.33 0.46 0.91
O -0.77 1.44 1.69
C 0.48 -0.61 1.25
N 0.78 -1.12 -0.01
H -0.15 0.27 -2.73
H 1.10 -0.97 -2.52
H -1.29 2.06 1.08
H 1.00 -0.87 2.28
H 1.26 -1.96 -0.06

Mulliken atomic charge list, values in e, 6 entries:
1. N -0.455
2. C 0.151
3. N -0.632
4. C 0.672
5. O -0.551
6. C -0.531

=====

Arrangement 2

Density functional theory data (ωB97M-V with the def2-TZVPD basis set) for a molecular structure, C3H5N3O.

E_HOMO   -6.8 eV
Gap between HOMO and LUMO   7.6 eV

Geometry (Å):
N -0.51 -1.77 0.22
C 0.50 0.44 0.62
C -0.02 0.36 -0.64
N 0.18 0.94 -1.79
C -0.44 -0.63 1.06
O 1.55 0.99 1.15
N -0.98 -0.55 -0.39
H 1.50 0.93 2.11
H -1.33 -2.34 0.43
H -0.24 0.56 -2.63
H 1.01 1.51 -1.95
H -1.20 -0.44 1.81

Mulliken atomic charge list, values in e, 6 entries:
1. N -0.471
2. C 0.377
3. C 0.023
4. N -0.421
5. C 0.157
6. O -0.551

=====

Arrangement 3

Density functional theory data (ωB97M-V with the def2-TZVPD basis set) for a single C3H5N3O molecule.

E_HOMO   -9.7 eV
Gap between HOMO and LUMO   9.5 eV
SMILES   [H]/N=N/C(=C)NC=O

Geometry (Å):
H 1.07 2.11 1.73
N 0.93 1.42 0.98
N 0.09 0.61 1.41
C -0.26 -0.41 0.47
C -1.30 -1.19 0.78
N 0.45 -0.52 -0.74
C 0.51 0.53 -1.63
O 1.21 0.55 -2.61
H -1.78 -1.07 1.74
H -1.67 -1.92 0.08
H 1.01 -1.34 -0.94
H -0.19 1.33 -1.35

Mulliken atomic charge list, values in e, 6 entries:
1. H 0.256
2. N -0.479
3. N -0.070
4. C 0.354
5. C -0.685
6. N -0.093

=====

Referenced to the most stable arrangement, the calculated values in eV are arrangement 1 0.000; arrangement 2 4.075; arrangement 3 0.980.

=====

Arrangement 1

Density functional theory data (ωB97M-V with the def2-TZVPD basis set) for a single C3H5N3O molecule.

E_HOMO   -9.7 eV
Gap between HOMO and LUMO   10.4 eV
SMILES   NCc1cnno1

Geometry (Å):
N 0.19 -0.77 -1.68
C -0.55 0.10 -0.84
C -0.12 0.47 0.54
C 1.16 0.32 0.92
N 1.00 0.56 2.32
N -0.33 0.65 2.61
O -0.98 0.73 1.55
H -0.25 -0.83 -2.52
H 0.12 -1.92 -1.49
H -1.68 -0.32 -0.46
H -0.67 1.06 -1.61
H 2.10 -0.03 0.65

Mulliken atomic charge list, values in e, 6 entries:
1. N -0.622
2. C -0.289
3. C 0.155
4. C -0.084
5. N -0.343
6. N -0.139

=====

Arrangement 2

Density functional theory data (ωB97M-V with the def2-TZVPD basis set) for a single C3H5N3O molecule.

E_HOMO   -8.3 eV
Gap between HOMO and LUMO   8.8 eV

Geometry (Å):
N 2.06 -0.77 0.29
C 0.83 -0.34 0.05
C -0.72 1.98 -0.60
N -1.35 1.03 0.04
C -0.79 -0.29 0.35
O -1.34 -0.97 1.21
N -0.04 -0.87 -0.80
H 2.48 -1.53 -0.23
H 2.64 -0.29 0.97
H -1.45 2.82 -0.65
H -2.28 1.08 0.45
H -0.05 -1.86 -1.08

Mulliken atomic charge list, values in e, 6 entries:
1. N -0.333
2. C -0.114
3. C -0.516
4. N -0.009
5. C 0.841
6. O -0.696

=====

Referenced to the most stable arrangement, the calculated values in eV are arrangement 1 0.464; arrangement 2 0.000.